Density functional theory data (wB97M-V/def2-TZVPD) for a structure of composition C22H37As3BrN2O2RhS at a distorted geometry.

Geometry (Å):
Rh 0.760 0.962 -0.788
C 1.427 1.874 2.537
As -0.004 0.978 1.468
C -1.649 1.812 2.200
C 0.255 -0.685 2.450
C -0.549 -1.986 2.171
C 0.537 -3.072 2.176
C -1.356 -1.970 0.841
As -0.526 -1.003 -0.700
C -2.135 -0.831 -1.844
C 0.488 -2.544 -1.496
C -1.553 -2.194 3.342
As -2.997 -3.600 3.575
C -4.382 -2.763 2.361
C -2.591 -5.158 2.346
H 2.382 1.352 2.411
H 1.170 1.882 3.653
H 1.590 2.894 2.168
H -1.443 2.343 3.167
H -2.408 1.017 2.343
H -1.955 2.509 1.401
H 0.161 -0.356 3.486
H 1.324 -0.878 2.348
H 1.315 -2.938 1.380
H 0.108 -4.093 2.047
H 1.055 -3.026 3.142
H -2.277 -1.432 0.969
H -1.549 -2.970 0.460
H -2.589 -1.851 -1.932
H -1.810 -0.355 -2.773
H -2.774 -0.137 -1.305
H -0.140 -3.456 -1.431
H 1.463 -2.675 -1.045
H 0.743 -2.181 -2.500
H -2.134 -1.295 3.532
H -0.951 -2.361 4.272
H -4.286 -1.676 2.253
H -5.356 -3.072 2.731
H -4.242 -3.189 1.339
H -1.768 -5.724 2.784
H -2.358 -4.871 1.298
H -3.550 -5.694 2.343
C -0.462 5.930 0.603
N 0.824 5.256 0.273
C 2.103 5.691 0.647
C 3.024 4.902 0.059
N 2.240 3.906 -0.644
C 0.921 4.100 -0.446
S -0.366 3.215 -1.092
H -0.565 6.814 -0.051
H -0.510 6.222 1.681
H -1.236 5.229 0.317
H 2.183 6.615 1.186
H 4.123 4.907 -0.019
H 2.552 3.303 -1.441
Br 0.914 -2.662 -6.903
C 1.598 -1.571 -5.519
C 2.915 -1.576 -5.067
C 3.369 -0.541 -4.265
C 2.436 0.326 -3.706
C 1.148 0.401 -4.218
C 0.700 -0.567 -5.071
C 2.758 1.362 -2.623
O 3.159 2.520 -2.857
O 2.597 0.840 -1.375
H 3.572 -2.358 -5.366
H 4.432 -0.443 -4.026
H 0.464 1.176 -3.878
H -0.336 -0.585 -5.378

Values from the calculation:
**Relative energy (zero: lowest compared OMol25 entry of this formula, charge and spin)**: 37.6 kJ/mol
**E_LUMO (spin up / spin down)**: -5.33 / -9.49 eV
**Orbital gap (spin up / spin down)**: 0.28481 / 0.13197 Ha
**Expectation value of S²**: 6.02
**E_HOMO (spin up / spin down)**: -0.4806 / -0.4806 Ha
**Total charge**: +2
**DFT total energy**: -296872.259 eV
**Spin multiplicity**: 5

Atom charges from the natural (NBO) analysis, given in e for atoms 1 to 5: 0.88 -0.92 0.95 -0.91 -0.72